[1]
19
Properties=species:S:1:pos:R:3 method="wB97M-V/def2-TZVPD" multiplicity=2 s_squared=0.7515 de_lowest_ev=2.7660 orbital_gap_ha="0.2359 / 0.3186"
O 0.201 0.604 1.491
Be -0.995 -0.509 1.625
H 1.400 -0.151 1.442
C 0.179 0.832 -0.253
C -0.658 -0.302 -0.816
O -1.661 -0.657 0.140
C -2.618 -1.580 -0.355
H 0.732 1.269 -1.105
H -0.488 1.706 -0.113
H -0.030 -1.186 -1.013
H -1.161 0.011 -1.743
H -3.299 -1.817 0.470
H -3.172 -1.127 -1.190
H -2.126 -2.501 -0.700
O 1.920 0.009 0.305
C 2.768 1.126 0.425
H 3.774 0.767 0.679
H 2.812 1.703 -0.515
H 2.421 1.802 1.226

[2]
19
Properties=species:S:1:pos:R:3 method="wB97M-V/def2-TZVPD" de_lowest_ev=1.7144 total_charge=+1 orbital_gap_ha=0.3036
C 2.107 0.843 -1.247
C 1.265 0.513 -0.056
C 0.370 -0.712 -0.281
C -0.568 -1.127 0.766
N -2.362 0.878 -0.617
N -0.642 -0.755 2.039
Br 1.717 -2.322 0.074
Br -1.849 -2.422 0.285
H 2.843 -0.083 -1.309
H 2.586 1.695 -0.970
H 1.424 0.889 -2.028
H 0.588 1.455 0.225
H 1.851 0.367 0.763
H 0.004 -0.910 -1.221
H -3.114 0.204 -0.633
H -2.466 1.606 -1.316
H -1.515 -0.836 2.528
H -2.342 1.294 0.303
H 0.104 -0.576 2.695

[3]
19
Properties=species:S:1:pos:R:3 method="wB97M-V/def2-TZVPD" multiplicity=5 s_squared=6.1155 de_lowest_ev=0.0000 total_charge=-1 orbital_gap_ha="0.1468 / 0.1805"
Ce -0.432 1.633 1.859
Cl 1.415 0.187 0.524
C 0.929 3.155 0.890
H 0.889 4.043 1.568
H 0.550 3.423 -0.115
H 1.955 2.768 0.780
Cr -0.182 -1.017 -0.502
C 0.272 -0.593 -2.449
C -0.102 -2.716 0.708
C -2.045 -0.699 -0.418
H -0.207 -2.430 1.770
H -0.934 -3.403 0.462
H 0.870 -3.227 0.572
H 0.323 0.494 -2.573
H 1.246 -1.016 -2.730
H -0.497 -0.973 -3.140
H -2.642 -0.250 -1.252
H -2.771 -1.270 0.215
Br 1.363 1.891 3.831